An isolated ion of composition C3H5N3 and charge +2 in a non-equilibrium geometry, computed with ωB97M-V with the def2-TZVPD basis set.

Element x y z (Å)
C -1.26701 0.07093 -1.62527
C -1.23000 0.71663 0.64821
C 0.94714 -0.09583 0.35020
N -1.62029 0.36776 -0.54005
N -0.05944 0.39808 1.04361
N 1.85494 -0.86335 -0.03602
H -1.39183 -0.14365 -2.67323
H -1.90094 1.19278 1.27066
H 0.30615 0.70069 2.04387
H 2.05701 -1.76478 0.41137
H 2.30425 -0.57926 -0.89335

Results
- LUMO level (spin up / spin down): -10.94 / -11.08 eV
- Relative energy (zero: lowest compared OMol25 entry of this formula, charge and spin): 2.9585 eV
- Calculated total energy: -280.67834 a.u.
- F_max: 6.7 eV Å⁻¹
- Frontier orbital gap (spin up / spin down): 7.694 / 7.871 eV
- Net charge: +2


An isolated molecule of C3H5N3O in a non-equilibrium geometry, computed with ωB97M-V with the def2-TZVPD basis set.

Element x y z (Å)
C 1.05887 -1.02433 -0.32607
C 1.63921 1.26038 -0.24849
C -0.93998 0.23641 0.04316
N 1.74917 -0.01141 -0.06283
N -0.35133 -0.96762 -0.06737
N -2.28838 0.10175 0.02225
O 2.08001 2.13195 0.56413
H 1.25477 -1.90547 -0.86194
H -0.80941 -1.92003 -0.09902
H -2.84082 -0.83344 -0.11269
H -2.89759 0.90605 -0.32824
H 2.34549 2.02574 1.47710

Results
- LUMO level (spin up / spin down): 0.66 / 0.66 eV
- Relative energy (zero: lowest compared OMol25 entry of this formula, charge and spin): 5.3619 eV
- Calculated total energy: -356.66033 a.u.
- F_max: 3.1 eV Å⁻¹
- Frontier orbital gap (spin up / spin down): 7.937 / 7.937 eV
- Net charge: 0


A 2-piece molecular cluster, C3H5N3O overall in a non-equilibrium geometry, computed with ωB97M-V with the def2-TZVPD basis set.

Element x y z (Å)
O -2.35252 0.89829 -0.47490
C -1.67078 0.11550 0.35243
C -0.32659 0.30210 0.61212
N 0.39885 1.04634 -0.26534
N 1.38778 0.19641 -0.47148
C 1.48467 -0.70485 0.59364
N 0.41900 -0.65561 1.30272
H -1.69555 1.44382 -0.94658
H 0.15450 -1.12964 -1.23282
H -2.27261 -0.59132 0.91283
H 2.14565 0.45251 -1.09324
H 2.32758 -1.37355 0.71062

Results
- LUMO level (spin up / spin down): -0.11 / -0.20 eV
- Relative energy (zero: lowest compared OMol25 entry of this formula, charge and spin): 6.0495 eV
- Calculated total energy: -356.63506 a.u.
- F_max: 2.1 eV Å⁻¹
- Frontier orbital gap (spin up / spin down): 9.008 / 7.229 eV
- Net charge: 0


An isolated molecule of C3H5N3O in a non-equilibrium geometry, computed with ωB97M-V with the def2-TZVPD basis set.

Element x y z (Å)
N 0.05563 0.30123 -1.93576
N 0.43069 -0.20043 -0.67618
N 0.99621 0.71745 0.23853
C 0.54671 0.33491 1.52507
C -0.60589 -0.38733 1.44136
C -0.67428 -0.55977 0.02998
O -1.52448 -1.02908 -0.76653
H -1.02577 0.33998 -1.96660
H 0.19446 -0.41802 -2.73722
H 1.99838 0.98605 0.08908
H 0.78188 0.69687 2.55560
H -1.17354 -0.78187 2.20268

Results
- LUMO level: 0.70 eV
- Relative energy (zero: lowest compared OMol25 entry of this formula, charge and spin): 3.9566 eV
- Calculated total energy: -356.71197 a.u.
- F_max: 7.0 eV Å⁻¹
- Frontier orbital gap: 9.524 eV
- Net charge: 0


A 2-piece molecular cluster, C3H5N3O overall in a non-equilibrium geometry, computed with ωB97M-V with the def2-TZVPD basis set.

Element x y z (Å)
N 2.08363 1.31900 -0.45232
C 0.86038 -0.50759 -0.08321
C 0.10892 -1.67437 -0.02815
N -1.22588 -1.21318 0.11766
C -1.14949 0.12813 0.13952
O -2.19048 0.96714 0.17501
N 0.06777 0.53858 0.06469
H 2.98298 1.82638 -0.60436
H 2.05057 1.26862 0.56859
H 0.26358 -2.74955 -0.01177
H -2.09345 -1.73183 0.08762
H -1.75853 1.82869 0.02671

Results
- LUMO level: -0.98 eV
- Relative energy (zero: lowest compared OMol25 entry of this formula, charge and spin): 6.4423 eV
- Calculated total energy: -356.62063 a.u.
- F_max: 1.2 eV Å⁻¹
- Frontier orbital gap: 7.562 eV
- Net charge: 0


C3H5N3O as an isolated structure in a non-equilibrium geometry, computed with ωB97M-V with the def2-TZVPD basis set.

Element x y z (Å)
C 0.72111 -1.17737 -0.22382
C 0.21913 0.68600 -0.23004
C -2.05180 0.33318 -0.10025
N 1.92469 -0.98523 0.07476
N 1.34732 1.17579 0.03390
N 2.40631 0.26970 0.07654
O -0.96687 1.20071 -0.35276
H 0.29341 -2.11593 -0.01433
H -2.94801 0.64043 -0.62722
H -2.29560 0.18614 0.98413
H -1.71887 -0.63549 -0.50597
H 3.06918 0.42207 0.88507

Results
- LUMO level: 0.90 eV
- Relative energy (zero: lowest compared OMol25 entry of this formula, charge and spin): 4.7561 eV
- Calculated total energy: -356.68259 a.u.
- F_max: 5.7 eV Å⁻¹
- Frontier orbital gap: 10.102 eV
- Net charge: 0


An isolated molecule of C3H5N3O, computed with ωB97M-V with the def2-TZVPD basis set.

Element x y z (Å)
O 1.72801 0.25236 -1.91291
C 0.45683 0.60597 -1.43826
C 0.01457 -0.00910 -0.13459
N -1.15685 0.44023 0.40400
C -1.27648 -0.28431 1.48963
N -0.23568 -1.12595 1.59756
N 0.61275 -0.96212 0.55261
H 1.67884 -0.63623 -2.28295
H -0.33450 0.39723 -2.17403
H 0.46230 1.68967 -1.29033
H -2.08676 -0.22979 2.20417
H -0.04454 -1.79834 2.32425

Results
- LUMO level: 0.87 eV
- Relative energy (zero: lowest compared OMol25 entry of this formula, charge and spin): 1.2143 eV
- Calculated total energy: -356.81275 a.u.
- F_max: 0.4 eV Å⁻¹
- Frontier orbital gap: 10.809 eV
- Net charge: 0


An isolated molecule of C3H5N3O, computed with ωB97M-V with the def2-TZVPD basis set.

Element x y z (Å)
O 0.92835 -1.56339 1.69187
C 0.92900 -0.18067 1.39500
C 0.08151 0.15777 0.20313
N 0.61150 0.45128 -1.02055
C -0.45535 0.63446 -1.76669
N -1.56389 0.45236 -1.02752
N -1.23869 0.14635 0.23973
H 1.24158 -2.02968 0.90615
H 1.94300 0.19593 1.20273
H 0.53217 0.31443 2.28469
H -0.47485 0.90529 -2.81356
H -2.53432 0.51587 -1.29499

Results
- LUMO level: 0.85 eV
- Relative energy (zero: lowest compared OMol25 entry of this formula, charge and spin): 1.1754 eV
- Calculated total energy: -356.81418 a.u.
- F_max: 0.4 eV Å⁻¹
- Frontier orbital gap: 10.868 eV
- Net charge: 0


A 2-piece molecular cluster, C3H5N3O overall in a non-equilibrium geometry, computed with ωB97M-V with the def2-TZVPD basis set.

Element x y z (Å)
N -1.35634 -0.99654 0.15276
C -0.40594 -0.30495 0.62672
C -0.36274 0.31954 1.93658
O 0.76390 0.89750 2.07223
N 1.60594 0.86536 0.96556
C 0.91458 0.11608 0.04644
N 1.20427 -0.15847 -1.17152
H -1.09226 -0.64617 -2.59664
H -1.04217 -1.39553 -0.74353
H -1.04274 0.28633 2.77648
H -0.37518 -0.50369 -2.45329
H 2.02175 0.35392 -1.49345

Results
- LUMO level (spin up / spin down): -1.52 / -2.05 eV
- Relative energy (zero: lowest compared OMol25 entry of this formula, charge and spin): 5.9485 eV
- Calculated total energy: -356.63877 a.u.
- F_max: 1.2 eV Å⁻¹
- Frontier orbital gap (spin up / spin down): 8.041 / 6.700 eV
- Net charge: 0


C3H5N3O as an isolated structure in a non-equilibrium geometry, computed with ωB97M-V with the def2-TZVPD basis set.

Element x y z (Å)
N 0.23604 -0.60369 -0.18113
C 0.19634 0.63868 0.35311
N 1.43789 -1.24707 -0.52534
C -1.34236 -0.89423 -0.20948
C -1.13331 0.93230 0.60380
O 1.29900 1.35640 0.61979
N -2.08126 0.14200 -0.13613
H 1.02102 2.24514 0.89077
H 1.33364 -1.82184 -1.35453
H 2.16764 -0.58524 -0.78935
H -1.61211 -1.90983 -0.46939
H -1.52254 1.74736 1.19788

Results
- LUMO level: 0.64 eV
- Relative energy (zero: lowest compared OMol25 entry of this formula, charge and spin): 4.3348 eV
- Calculated total energy: -356.69808 a.u.
- F_max: 5.0 eV Å⁻¹
- Frontier orbital gap: 8.170 eV
- Net charge: 0